{
  "formula": "C21H36MnP2S",
  "method": "wB97M-V/def2-TZVPD",
  "s2": 4.05,
  "largest_force_ev_per_a": 4.2,
  "spin_multiplicity": 4,
  "e_tot_ha": -3052.74087,
  "charge": 2,
  "elements": ["H", "C", "H", "C", "H", "C", "H", "C", "C", "H", "C", "C", "C", "H", "H", "H", "H", "Mn", "H", "H", "C", "H", "H", "H", "C", "H", "C", "C", "H", "H", "H", "S", "H", "C", "H", "H", "P", "C", "H", "H", "C", "H", "H", "H", "P", "C", "C", "H", "H", "C", "H", "C", "C", "H", "C", "H", "H", "H", "H", "H", "H"],
  "coordinates": [[-1.386, -5.206, 0.884], [3.020, 2.521, -2.043], [-2.743, 2.056, 1.325], [-3.608, 1.898, 0.704], [4.396, -0.203, -0.431], [-3.970, 0.564, 0.445], [4.099, 3.157, 1.156], [1.202, 2.565, 0.660], [2.226, -1.863, -1.631], [0.148, 2.707, -2.150], [-5.493, 2.645, -0.588], [-0.774, -1.855, 2.990], [-5.788, 1.335, -0.943], [2.428, 3.923, -0.522], [1.321, -1.983, -2.231], [-0.208, -2.367, 3.774], [-1.270, -5.051, 2.676], [-1.511, -1.611, 0.148], [-6.631, 1.138, -1.601], [2.220, 0.641, -2.613], [-1.650, -1.754, -1.798], [0.130, 1.001, 0.366], [-6.114, 3.465, -0.911], [1.007, 3.582, 1.097], [3.330, 3.362, -0.847], [-5.209, -0.713, -0.754], [0.734, -2.961, 0.639], [2.372, 1.953, 0.938], [-0.321, -0.881, 2.753], [4.420, 1.715, 0.184], [-1.821, -1.645, 3.303], [-3.247, -0.802, 1.229], [4.118, 4.071, -1.047], [-5.019, 0.302, -0.453], [-1.503, -0.775, -2.254], [-0.822, 2.412, -0.054], [1.871, -0.766, -0.172], [-4.362, 2.948, 0.183], [-2.668, -2.158, -2.007], [3.645, 2.708, -2.936], [0.587, 1.808, -1.674], [3.031, -1.418, -2.249], [4.115, -1.835, 0.196], [3.986, -0.446, 1.290], [-0.827, -2.984, 1.543], [3.771, -0.787, 0.260], [-1.622, -4.583, 1.748], [1.332, -1.314, 2.028], [-2.705, -4.464, 1.720], [0.167, 1.954, -0.157], [0.009, 0.941, -2.007], [2.039, 1.642, -2.171], [1.696, -1.930, 1.191], [-0.879, -2.483, -2.073], [3.653, 2.478, 0.415], [2.632, -2.385, 1.528], [1.224, -3.909, 0.452], [2.377, 1.159, 1.675], [0.324, -2.659, -0.365], [2.568, -2.821, -1.206], [-4.043, 3.963, 0.387]],
  "nbo_charge": [0.28, -0.16, 0.20, -0.22, 0.23, -0.23, 0.29, 0.03, -0.94, 0.25, -0.17, -0.94, -0.18, 0.20, 0.23, 0.26, 0.27, 0.66, 0.24, 0.22, -0.91, 0.24, 0.24, 0.29, -0.43, 0.23, -0.75, 0.08, 0.25, 0.28, 0.30, -0.09, 0.26, -0.20, 0.23, 0.26, 0.80, -0.20, 0.25, 0.25, -0.44, 0.27, 0.23, 0.22, 1.14, -0.88, -0.96, 0.24, 0.29, -0.49, 0.23, -0.22, -0.76, 0.21, -0.50, 0.26, 0.30, 0.25, 0.22, 0.24, 0.23]
}



{
  "formula": "C21H36N10PS",
  "method": "wB97M-V/def2-TZVPD",
  "largest_force_ev_per_a": 3.2,
  "spin_multiplicity": 1,
  "e_tot_ha": -2108.49982,
  "charge": 1,
  "elements": ["C", "H", "C", "H", "H", "H", "H", "H", "H", "H", "C", "H", "C", "H", "H", "H", "H", "H", "C", "S", "H", "H", "C", "C", "C", "N", "H", "H", "H", "C", "C", "H", "C", "C", "N", "H", "C", "N", "C", "H", "H", "N", "N", "N", "H", "N", "C", "C", "C", "H", "H", "C", "N", "H", "C", "C", "H", "P", "H", "N", "H", "H", "N", "H", "H", "C", "H", "H", "H"],
  "coordinates": [[5.980, -7.945, 2.306], [-0.074, 1.416, 8.681], [-0.262, 7.063, -4.495], [-3.509, 3.930, 2.213], [-3.961, 4.302, 5.710], [-0.223, -4.454, 0.243], [-0.648, 3.518, -0.254], [-0.452, -6.208, 0.353], [1.314, 2.459, 8.311], [0.506, 8.111, -6.143], [-2.069, 3.907, -1.750], [4.578, -6.753, -0.986], [0.045, 8.320, -5.180], [5.048, -9.261, -5.439], [0.731, 8.911, -4.576], [-3.241, 8.141, -3.851], [6.533, -8.300, -5.396], [6.596, -10.003, -5.874], [-4.999, 2.945, -0.108], [-1.762, 2.343, 3.841], [-4.645, 2.906, 4.849], [5.820, -5.901, 2.754], [-2.618, -2.036, 0.240], [-0.702, 3.596, -1.339], [-4.332, 3.948, 4.743], [6.505, -8.676, -2.570], [-2.979, 8.898, -2.268], [4.410, -6.878, 3.199], [-2.786, 0.013, 0.662], [0.717, 1.619, 7.961], [-4.430, 7.382, -2.295], [-0.871, 8.887, -5.338], [-5.923, 3.844, -0.798], [5.797, -8.707, -7.321], [2.625, -5.692, 0.786], [-4.192, -0.961, 1.121], [0.172, -5.420, -0.063], [-2.239, -2.896, -0.417], [6.137, -7.824, -1.897], [-5.655, 3.903, -1.849], [6.069, -6.855, -0.039], [-4.278, 2.235, 0.436], [5.633, -8.405, -8.415], [-5.412, 6.935, -1.907], [-2.618, 1.349, 3.417], [-0.325, 2.182, 5.633], [5.498, -6.859, 3.158], [5.665, -6.738, -1.040], [0.136, 1.938, 6.659], [-2.356, 7.267, -2.588], [-2.706, -1.043, 2.087], [-3.175, 7.957, -2.780], [6.353, -8.798, 1.636], [-5.866, 4.840, -0.364], [1.547, -5.572, 0.414], [-3.105, -0.941, 1.078], [-2.234, 5.243, 3.627], [-2.983, 4.064, 3.519], [-0.391, 2.651, -1.780], [-0.534, 6.095, -3.947], [5.897, -6.974, 4.164], [-5.160, 4.575, 4.395], [-3.126, 4.172, -2.105], [0.149, -5.484, -1.149], [1.354, 0.740, 7.872], [6.006, -9.091, -5.924], [5.988, -5.781, -1.446], [-0.032, 4.385, -1.678], [-6.941, 3.468, -0.703]],
  "nbo_charge": [0.28, 0.27, 0.32, 0.09, 0.27, 0.27, 0.24, 0.26, 0.27, 0.27, 0.33, 0.26, -0.72, 0.25, 0.26, 0.25, 0.26, 0.26, 0.38, -0.10, 0.28, 0.25, 0.30, -0.72, -0.93, -0.36, 0.25, 0.26, 0.27, -0.73, 0.32, 0.26, -0.74, 0.29, -0.38, 0.26, -0.72, -0.34, 0.31, 0.30, 0.26, -0.46, -0.35, -0.37, 0.18, -0.46, -0.72, -0.72, 0.40, 0.27, 0.24, -0.73, -0.33, 0.27, 0.31, -0.72, 0.07, 0.83, 0.26, -0.37, 0.25, 0.27, -0.37, 0.26, 0.27, -0.72, 0.25, 0.27, 0.26]
}



{
  "formula": "C21H36O21",
  "method": "wB97M-V/def2-TZVPD",
  "largest_force_ev_per_a": 6.4,
  "de_lowest_kj_mol": 353.6,
  "smiles": "COC(=O)OC.COC(=O)OC.COC(=O)OC.COC(=O)OC.O=C1OCCO1.O=C1OCCO1.O=C1OCCO1",
  "spin_multiplicity": 1,
  "e_tot_ha": -2401.73432,
  "elements": ["C", "H", "C", "H", "H", "H", "H", "H", "H", "H", "H", "H", "C", "O", "C", "C", "O", "C", "C", "O", "H", "C", "H", "O", "O", "O", "O", "H", "H", "O", "H", "C", "H", "C", "H", "H", "H", "H", "H", "C", "H", "H", "H", "C", "O", "H", "O", "C", "C", "O", "H", "C", "O", "O", "C", "C", "H", "O", "O", "H", "H", "O", "H", "H", "C", "H", "O", "H", "H", "C", "C", "C", "O", "H", "H", "O", "O", "O"],
  "coordinates": [[-0.716, 3.906, -1.304], [4.101, 1.762, 2.792], [-1.977, -0.100, -2.134], [1.322, -1.729, 1.740], [-0.397, 2.911, -1.613], [2.198, -2.519, 0.604], [0.133, 4.582, -1.203], [2.160, -0.697, 0.570], [1.814, -5.696, 2.865], [2.381, -0.521, 5.997], [-5.139, -0.513, -3.730], [4.542, -3.650, 1.033], [0.347, -1.318, 6.263], [-0.296, 0.478, 0.064], [-1.874, 4.811, 0.525], [-4.518, 1.369, -7.897], [-0.359, 0.194, -6.780], [0.456, 1.520, -5.042], [-0.329, -0.646, -0.507], [-0.033, -1.826, -5.700], [-0.260, 1.891, -4.309], [0.190, -0.601, -5.862], [-4.132, 1.594, -8.891], [-1.012, -0.952, -1.558], [-0.557, -0.249, 6.349], [4.090, -2.101, 3.083], [-0.659, 1.860, 5.750], [-5.602, 1.450, -7.982], [0.590, -1.518, 7.306], [0.374, -4.767, 3.797], [3.043, 0.481, 3.285], [-0.030, 1.546, -6.497], [-4.354, 0.919, -3.249], [-3.898, 1.982, -5.581], [1.629, -1.247, 4.491], [-3.631, 5.771, 2.214], [-1.638, 0.936, -2.136], [0.773, 1.876, -7.157], [4.722, 0.596, 4.029], [-5.002, 0.525, -4.032], [-2.912, -0.224, -1.589], [-0.077, -2.244, 5.876], [2.745, -3.597, 4.838], [5.559, -3.259, 0.997], [5.510, -1.822, 1.258], [-2.124, -0.452, -3.155], [0.428, -1.676, -0.104], [0.258, -5.031, 5.075], [1.467, -0.804, 5.474], [0.755, 0.132, -4.873], [1.803, -3.923, 2.788], [2.374, -4.618, 4.738], [0.986, 0.476, 5.233], [-1.734, 6.004, 0.304], [1.590, -1.619, 0.689], [-0.146, 0.780, 5.785], [6.036, -3.531, 0.055], [-0.797, -5.283, 5.643], [1.435, -4.983, 5.740], [-5.958, 1.050, -4.031], [-4.402, 0.290, -7.798], [-1.352, 3.728, -0.097], [1.375, 2.106, -5.067], [-3.753, 4.190, 3.143], [1.650, -4.784, 3.439], [6.134, -3.767, 1.771], [-3.526, 2.756, -4.718], [-1.368, 4.323, -2.071], [-2.322, 5.136, 3.333], [-3.114, 4.903, 2.622], [4.741, -1.400, 2.285], [4.095, 0.732, 3.148], [-2.507, 4.245, 1.582], [3.196, -5.328, 4.830], [-0.855, 2.231, -6.692], [-3.990, 2.235, -6.925], [-4.511, 0.793, -5.367], [4.863, -0.073, 2.245]],
  "mulliken_charge": [-0.61, 0.26, -0.58, 0.14, -0.01, 0.19, 0.40, 0.37, 0.34, 0.22, 0.28, 0.19, -0.09, -0.62, 0.63, -0.71, -0.34, 0.06, 0.75, -0.58, 0.06, 0.69, 0.30, -0.33, -0.35, -0.55, -0.63, 0.32, 0.20, -0.32, 0.14, -0.41, 0.18, 0.83, -0.30, 0.31, 0.20, 0.28, 0.33, -0.63, 0.40, 0.18, 0.13, -0.55, -0.33, 0.25, -0.39, 0.66, 0.40, -0.32, -0.38, -0.11, -0.39, -0.57, -0.47, 0.73, 0.26, -0.59, -0.35, 0.34, 0.30, -0.09, 0.29, 0.20, 0.41, 0.29, -0.55, 0.35, 0.28, -0.62, 0.82, -0.49, -0.28, 0.30, 0.30, -0.36, -0.29, -0.36]
}



{
  "formula": "C21H36P2Pd",
  "method": "wB97M-V/def2-TZVPD",
  "s2": 6.03,
  "largest_force_ev_per_a": 5.6,
  "de_lowest_kj_mol": 568.3,
  "spin_multiplicity": 5,
  "e_tot_ha": -1631.32262,
  "charge": 2,
  "elements": ["H", "H", "C", "H", "H", "P", "Pd", "H", "H", "H", "H", "C", "C", "C", "C", "H", "H", "H", "H", "C", "C", "H", "C", "H", "C", "H", "H", "H", "C", "H", "H", "C", "C", "H", "H", "C", "H", "H", "P", "H", "H", "C", "H", "H", "C", "H", "H", "H", "C", "H", "H", "H", "C", "C", "C", "H", "C", "H", "C", "H"],
  "coordinates": [[5.698, -0.069, -2.268], [5.127, -3.539, -3.466], [1.778, 3.461, 3.013], [5.983, 1.130, -0.961], [1.801, 1.685, 4.246], [2.757, -3.140, -3.665], [3.767, 1.015, -0.735], [2.730, 0.232, 2.487], [-2.168, -2.974, -2.877], [1.300, -2.301, -0.408], [2.840, 3.627, -0.228], [-0.099, -2.582, -3.207], [-1.214, -3.312, -2.449], [-0.570, -5.729, -1.692], [1.336, 0.432, -0.901], [0.548, -6.400, -0.025], [5.151, -1.844, 0.928], [2.951, -5.381, -4.634], [-1.348, -5.174, -3.600], [2.944, 1.877, 1.034], [5.497, 0.165, -1.208], [2.647, -1.832, -5.750], [4.066, -1.693, 0.873], [0.955, 0.195, 0.106], [1.079, -3.187, -1.080], [1.209, 1.509, -1.114], [-1.145, -6.659, -1.485], [5.638, -2.451, -1.328], [2.643, 3.191, 0.751], [6.051, -0.524, -0.543], [4.250, -3.493, -1.104], [-1.025, -4.835, -2.582], [1.207, -4.390, -0.303], [1.532, -6.185, -1.539], [2.299, -4.516, -0.064], [2.051, 2.116, 3.265], [1.683, -1.857, -2.366], [-1.202, -3.067, -1.366], [3.745, -1.053, -0.824], [1.498, -5.230, -3.631], [1.387, -3.058, -5.687], [2.063, 4.002, 1.749], [3.577, -2.663, 1.068], [1.818, 5.042, 1.502], [4.594, -2.596, -1.652], [0.715, -4.281, 0.712], [4.748, -1.836, -3.695], [-0.284, -1.495, -3.134], [2.564, -4.962, -3.701], [3.767, -0.964, 1.631], [0.813, -0.186, -1.657], [3.032, -3.530, -6.091], [2.604, 1.286, 2.249], [4.423, -2.745, -3.166], [1.192, -2.890, -2.502], [1.326, 4.088, 3.792], [0.727, -5.742, -0.908], [-0.058, -2.852, -4.272], [2.436, -2.859, -5.446], [3.103, -5.428, -2.875]],
  "nbo_charge": [0.22, 0.30, -0.22, 0.28, 0.23, 1.52, 0.46, 0.19, 0.29, 0.24, 0.22, -0.40, -0.46, 0.07, -0.76, 0.28, 0.23, 0.26, 0.28, -0.13, -0.96, 0.28, -0.96, 0.20, -0.08, 0.22, 0.29, 0.26, -0.32, 0.23, 0.22, 0.06, -0.49, 0.29, 0.25, -0.20, 0.34, 0.26, 0.75, 0.22, 0.26, -0.17, 0.22, 0.23, -0.69, 0.26, 0.28, 0.27, -0.95, 0.26, 0.14, 0.29, -0.24, -0.79, -0.63, 0.24, -0.49, 0.22, -0.95, 0.25]
}